No. 1
Formula: C3HCl5
Source: the OMol25 dataset
Level of theory: the ωB97M-V functional and the def2-TZVPD basis

## Properties
Energy relative to the best compared isomer or geometry (same formula, charge and spin) = 2.7074 eV
Max |F| = 6.03 eV/Å
LUMO level = -1.293 eV

```
! wB97M-V def2-TZVPD RIJCOSX def2/J DEFGRID3
* xyz 0 1
C 0.39 -0.18 -1.18
C 0.71 1.13 -1.22
C -3.50 -0.40 -1.54
Cl 1.17 -1.48 -2.06
Cl -0.23 2.37 -0.54
Cl 2.03 1.68 -2.21
Cl -3.52 -2.07 -1.63
Cl -3.11 0.31 -3.11
H -0.32 -0.49 -0.59
*
```

No. 2
Formula: C3HClF2
Source: the OMol25 dataset
Level of theory: the ωB97M-V functional and the def2-TZVPD basis

## Properties
Energy relative to the best compared isomer or geometry (same formula, charge and spin) = 3.0580 eV
Max |F| = 2.34 eV/Å
LUMO level (alpha / beta) = -3.503 / -2.867 eV

```
! wB97M-V def2-TZVPD RIJCOSX def2/J DEFGRID3
* xyz 0 1
C -0.95 -0.43 0.02
C 0.25 -0.12 -0.09
C 1.57 0.06 -0.04
F 2.34 -0.01 1.04
F 2.32 0.12 -1.15
Cl -3.39 0.89 0.09
H -2.13 -0.52 0.13
*
```

No. 3
Formula: C3HClF6S
Source: the OMol25 dataset
Level of theory: the ωB97M-V functional and the def2-TZVPD basis

## Properties
Energy relative to the best compared isomer or geometry (same formula, charge and spin) = 1.6636 eV
Max |F| = 4.22 eV/Å
LUMO level = -0.033 eV

```
! wB97M-V def2-TZVPD RIJCOSX def2/J DEFGRID3
* xyz 0 1
C -1.29 0.51 -0.53
C -1.04 1.28 0.80
C -1.96 -1.40 0.24
F -0.05 0.85 1.56
F -2.18 1.37 1.52
F -0.74 2.55 0.55
F -3.10 -1.75 -0.20
F -0.96 -2.24 -0.11
F -2.02 -1.43 1.56
S 0.05 0.23 -1.62
Cl -2.64 1.15 -1.34
H 0.69 -0.68 -0.67
*
```

No. 4
Formula: C3HCuO3
Source: the OMol25 dataset
Level of theory: the ωB97M-V functional and the def2-TZVPD basis

## Properties
Energy relative to the best compared isomer or geometry (same formula, charge and spin) = 0.4259 eV
Max |F| = 1.93 eV/Å
LUMO level = -2.251 eV

```
! wB97M-V def2-TZVPD RIJCOSX def2/J DEFGRID3
* xyz 0 1
O -1.06 0.83 -1.90
C -1.56 -0.42 1.10
C -0.67 1.12 -0.75
O -2.31 -0.43 2.04
O -1.42 -1.24 0.04
C -0.60 0.18 0.30
Cu -2.23 -1.76 -1.92
H -0.49 2.18 -0.46
*
```